{
  "formula": "C51H66F42N3O8S2",
  "method": "the ωB97M-V functional and the def2-TZVPD basis",
  "symbols": ["C", "C", "C", "C", "C", "C", "C", "C", "C", "N", "C", "C", "C", "F", "N", "C", "C", "O", "C", "O", "C", "C", "C", "F", "C", "C", "C", "S", "C", "S", "N", "C", "C", "O", "C", "C", "H", "H", "H", "H", "H", "H", "H", "H", "H", "H", "H", "H", "H", "H", "H", "H", "H", "H", "H", "H", "H", "H", "H", "H", "H", "H", "H", "H", "H", "H", "H", "H", "H", "H", "H", "H", "H", "H", "H", "H", "H", "H", "H", "H", "H", "H", "C", "C", "C", "F", "F", "F", "F", "O", "C", "C", "F", "F", "F", "F", "H", "H", "H", "H", "C", "C", "C", "F", "F", "F", "F", "O", "C", "C", "F", "F", "F", "F", "H", "H", "H", "H", "C", "C", "C", "F", "F", "F", "F", "O", "C", "C", "F", "F", "F", "F", "H", "H", "H", "H", "C", "C", "C", "F", "F", "F", "F", "O", "C", "C", "F", "F", "F", "F", "H", "H", "H", "H", "C", "C", "C", "F", "F", "F", "F", "O", "C", "C", "F", "F", "F", "F", "H", "H", "H", "H"],
  "positions_angstrom": [[4.148, -4.708, -5.710], [3.655, -3.858, -4.450], [3.019, -2.429, -4.845], [3.185, -1.327, -3.690], [3.568, 0.064, -4.449], [1.920, -1.136, -2.738], [1.926, -1.740, -1.242], [2.409, -3.239, -0.991], [3.021, -3.550, 0.466], [3.469, -2.370, 1.244], [0.393, -1.321, -0.898], [0.042, -1.227, 0.643], [-0.142, -2.742, 1.215], [-1.176, -0.544, 0.956], [-0.322, -1.114, -1.991], [-1.759, -0.655, -2.013], [-1.941, 0.887, -1.648], [-1.612, 1.804, -2.718], [-0.347, 2.422, -2.536], [0.533, 2.207, -3.416], [0.058, 3.411, -1.355], [1.502, 2.984, -0.747], [0.442, -1.387, -3.276], [0.385, -2.855, -3.281], [-0.054, -0.703, -4.618], [-0.907, -1.638, -5.596], [-2.351, -0.973, -5.957], [-3.675, -2.079, -5.188], [-5.267, -1.092, -5.154], [-5.879, -0.642, -6.668], [-5.938, -0.702, -3.912], [-6.282, -1.899, -3.084], [-7.240, -1.576, -1.838], [-8.444, -0.843, -2.208], [-7.935, 0.416, -2.760], [-7.208, 0.043, -4.164], [4.918, -4.136, -6.334], [3.280, -5.101, -6.339], [4.701, -5.638, -5.308], [2.890, -4.441, -3.836], [4.547, -3.656, -3.756], [3.634, -2.048, -5.745], [1.954, -2.558, -5.231], [4.116, -1.568, -3.037], [4.691, 0.168, -4.612], [3.105, 0.026, -5.507], [3.121, 0.985, -3.951], [1.914, -0.001, -2.506], [2.494, -0.908, -0.678], [3.234, -3.449, -1.767], [1.535, -3.924, -1.292], [3.895, -4.282, 0.301], [2.238, -4.141, 1.060], [2.699, -1.911, 1.748], [4.018, -1.705, 0.688], [0.945, -0.729, 1.157], [0.440, -2.860, 2.192], [0.098, -3.539, 0.443], [-1.261, -2.871, 1.466], [-2.299, -1.257, -1.190], [-2.268, -0.959, -2.992], [-1.393, 1.229, -0.711], [-3.065, 1.035, -1.428], [0.000, 4.516, -1.612], [-0.684, 3.239, -0.487], [2.204, 2.555, -1.537], [1.394, 2.161, 0.054], [2.043, 3.907, -0.319], [-0.643, 0.263, -4.473], [0.896, -0.399, -5.197], [-0.360, -1.759, -6.603], [-1.142, -2.678, -5.203], [-2.516, -0.936, -7.087], [-2.501, 0.049, -5.481], [-6.738, -2.755, -3.705], [-5.304, -2.312, -2.651], [-7.574, -2.545, -1.344], [-6.715, -0.950, -1.025], [-7.206, 0.926, -2.038], [-8.845, 1.083, -2.953], [-7.061, 1.036, -4.711], [-7.976, -0.619, -4.717], [-2.684, -0.276, 3.853], [-3.278, -1.073, 5.034], [-4.520, -0.470, 5.694], [-4.282, 0.737, 6.242], [-4.947, -1.268, 6.707], [-2.304, -1.299, 5.948], [-3.625, -2.300, 4.545], [-1.562, 0.570, 4.143], [-1.837, 1.870, 4.621], [-1.299, 2.103, 6.037], [-1.838, 1.238, 6.923], [-1.612, 3.347, 6.467], [-3.153, 2.124, 4.510], [-1.221, 2.717, 3.764], [-2.278, -1.021, 3.162], [-3.449, 0.247, 3.275], [-5.341, -0.373, 4.979], [-0.214, 1.984, 6.069], [-6.595, 3.674, 7.837], [-5.771, 4.244, 6.663], [-4.287, 4.484, 6.939], [-4.082, 5.389, 7.912], [-3.675, 4.975, 5.829], [-6.371, 5.371, 6.211], [-5.860, 3.337, 5.642], [-7.356, 4.614, 8.608], [-6.691, 5.281, 9.660], [-6.627, 6.797, 9.445], [-5.973, 7.110, 8.305], [-5.957, 7.398, 10.457], [-5.481, 4.726, 9.858], [-7.408, 5.019, 10.776], [-7.353, 3.029, 7.387], [-6.009, 3.006, 8.473], [-3.782, 3.555, 7.214], [-7.629, 7.226, 9.387], [-9.266, -2.499, 5.465], [-9.887, -3.317, 6.618], [-11.157, -2.739, 7.244], [-10.953, -1.536, 7.811], [-11.605, -3.554, 8.232], [-8.939, -3.541, 7.559], [-10.201, -4.543, 6.104], [-8.164, -1.641, 5.796], [-8.468, -0.348, 6.276], [-7.974, -0.123, 7.708], [-8.529, -1.001, 8.569], [-8.311, 1.117, 8.144], [-9.782, -0.106, 6.128], [-7.834, 0.515, 5.443], [-8.829, -3.232, 4.780], [-10.020, -1.980, 4.869], [-11.956, -2.645, 6.502], [-6.889, -0.232, 7.769], [9.343, -0.967, -1.994], [7.823, -0.741, -1.855], [6.981, -1.989, -1.591], [7.056, -2.886, -2.590], [5.664, -1.653, -1.482], [7.374, -0.075, -2.946], [7.644, 0.107, -0.799], [9.867, -1.050, -3.324], [9.817, -2.313, -3.950], [8.934, -2.312, -5.203], [7.659, -1.964, -4.913], [8.886, -3.546, -5.758], [9.456, -3.252, -3.053], [11.091, -2.604, -4.298], [9.819, -0.074, -1.579], [9.701, -1.786, -1.364], [7.278, -2.479, -0.660], [9.315, -1.609, -5.948], [12.435, 3.927, -5.732], [11.086, 3.523, -6.365], [9.848, 3.713, -5.488], [9.884, 2.965, -4.369], [8.731, 3.332, -6.162], [11.173, 2.247, -6.812], [10.926, 4.299, -7.477], [13.231, 2.874, -5.171], [12.955, 2.488, -3.842], [12.481, 1.035, -3.742], [11.353, 0.832, -4.455], [12.196, 0.708, -2.456], [12.097, 3.361, -3.283], [14.119, 2.626, -3.166], [13.048, 4.310, -6.552], [12.336, 4.771, -5.045], [9.722, 4.761, -5.203], [13.244, 0.348, -4.115]],
  "forces_ev_per_angstrom": [[0.32, -0.57, 0.80], [-0.20, 0.42, -0.10], [1.26, -0.59, -0.28], [0.43, 0.31, -0.66], [-0.83, -0.26, -0.63], [0.05, 1.79, -0.06], [-1.14, 1.98, -0.45], [-0.02, 0.16, -0.92], [-0.38, -0.75, -0.33], [-0.44, -0.65, -0.34], [0.82, -0.64, -0.37], [-0.27, -1.26, -0.21], [-0.75, 0.39, 0.14], [1.73, -0.42, -0.68], [-0.06, 0.47, 1.33], [-0.89, -0.11, 1.03], [-1.31, 0.19, 0.63], [1.66, 0.21, 1.17], [3.41, 0.07, -3.12], [-3.49, 0.56, 3.04], [-0.72, -1.50, 1.78], [0.35, 0.11, -0.34], [1.83, -1.47, 0.92], [-0.55, 1.76, -0.83], [0.35, -0.27, -0.70], [-1.06, 0.12, -0.83], [-0.04, 0.25, -0.19], [-0.53, 0.74, 0.86], [-0.79, 1.30, -1.33], [1.10, -0.53, 2.12], [-0.31, -1.19, -1.78], [0.54, -1.22, 1.33], [-0.17, 0.03, 0.30], [2.24, 0.66, 0.06], [-0.11, -0.58, -1.06], [-1.61, 1.15, 0.84], [-1.30, -0.68, 0.78], [1.19, 0.78, 0.72], [-0.86, 1.37, -0.66], [0.98, 0.57, -0.84], [-1.12, -0.30, -1.04], [-0.92, -0.59, 1.38], [1.30, 0.24, 0.68], [-1.86, 0.16, -1.03], [-1.50, -0.17, 0.45], [0.68, 0.17, 1.62], [0.81, -1.12, -0.46], [-0.07, -1.56, -0.53], [-0.46, -1.84, -0.43], [-1.30, 0.54, 1.09], [1.38, 0.84, 0.62], [-1.27, 1.26, 0.33], [1.27, 1.01, -0.64], [0.70, -0.24, -0.49], [-0.41, -0.40, 0.41], [-1.65, -0.42, -0.86], [-0.72, 0.04, -1.57], [-0.03, 1.08, 1.12], [1.75, 0.35, -0.43], [0.83, 1.04, -1.25], [0.96, 0.58, 1.18], [-0.56, -0.94, -1.06], [1.71, -0.34, -0.42], [0.10, -1.62, -0.21], [0.94, 0.57, -1.37], [-1.11, 0.71, 0.81], [0.02, 1.46, -1.07], [-1.03, -1.55, -0.43], [1.02, -1.33, 0.39], [-1.41, -0.44, 1.19], [-0.73, 0.12, 1.73], [0.72, 1.28, -0.30], [0.16, 0.06, 1.70], [0.37, -1.20, -0.84], [0.41, 1.42, 0.72], [-1.31, 0.49, -0.57], [0.47, 1.15, -0.85], [-0.38, -0.91, -1.26], [-1.00, -0.67, -0.89], [1.41, -0.97, 0.20], [0.14, -1.68, 0.51], [1.27, 1.07, 0.57], [0.38, -0.10, -0.66], [0.93, 0.04, 0.12], [-0.79, -0.22, 0.30], [0.13, -0.03, -0.01], [0.21, -0.18, -0.19], [-0.26, 0.16, 0.00], [-0.36, 0.28, -0.09], [-0.75, 0.57, 0.94], [-0.39, -0.85, -1.47], [0.42, 0.07, 0.74], [-0.02, -0.04, -0.32], [0.09, -0.10, -0.41], [0.25, 0.32, 0.33], [0.22, 0.02, 0.43], [0.05, 0.00, 0.30], [-0.05, 0.06, 0.34], [0.09, -0.03, -0.12], [-0.01, 0.00, -0.23], [-0.63, -0.43, 0.09], [-0.85, 0.49, 0.21], [0.71, 0.00, -0.31], [-0.13, -0.02, -0.04], [-0.34, -0.11, -0.17], [0.29, -0.06, 0.07], [0.36, -0.15, 0.19], [1.25, 0.74, 0.22], [-0.53, -1.73, -0.40], [-0.03, 0.80, -0.13], [-0.13, -0.26, 0.06], [-0.10, -0.39, 0.11], [0.01, 0.45, 0.23], [0.03, 0.51, -0.13], [0.07, 0.32, -0.09], [0.18, 0.28, -0.06], [-0.21, -0.07, 0.02], [-0.07, -0.22, 0.07], [0.35, -0.16, -0.73], [0.94, 0.00, 0.11], [-0.81, -0.24, 0.46], [0.17, -0.01, -0.09], [0.23, -0.18, -0.24], [-0.26, 0.18, 0.01], [-0.35, 0.31, -0.09], [-0.74, 0.76, 0.99], [-0.44, -1.14, -1.41], [0.33, -0.10, 0.84], [0.04, 0.02, -0.38], [-0.12, -0.02, -0.40], [0.27, 0.37, 0.31], [0.28, 0.11, 0.41], [0.05, -0.01, 0.29], [-0.05, 0.05, 0.34], [0.11, -0.04, -0.14], [-0.01, 0.00, -0.23], [0.80, 0.38, 0.14], [0.55, 0.60, -0.72], [-0.22, -0.38, 0.32], [-0.09, 0.15, 0.03], [-0.11, 0.30, 0.20], [-0.19, -0.30, 0.11], [-0.10, -0.45, 0.18], [-1.20, -1.30, -0.12], [0.90, 0.84, 1.42], [-0.29, 0.05, -0.74], [0.17, 0.06, 0.17], [0.27, 0.03, 0.30], [-0.07, -0.26, -0.48], [-0.34, 0.04, -0.42], [-0.21, 0.03, -0.20], [-0.28, -0.07, -0.15], [0.09, 0.13, 0.02], [0.18, 0.03, 0.16], [0.73, 0.33, -0.21], [0.75, -0.57, -0.22], [-0.82, 0.20, -0.05], [0.11, -0.05, -0.05], [0.22, 0.05, -0.23], [-0.22, 0.09, 0.22], [-0.20, 0.21, 0.39], [-1.18, -0.42, 0.87], [0.72, 1.53, -0.92], [-0.18, -0.79, -0.17], [0.31, 0.38, -0.10], [0.18, 0.35, 0.10], [-0.04, -0.43, 0.31], [-0.20, -0.50, 0.00], [-0.14, -0.25, -0.01], [-0.24, -0.23, 0.05], [0.16, 0.03, -0.07], [0.14, 0.19, 0.02]],
  "total_charge": 1,
  "lumo_energy_ev": -3.9,
  "e_homo_ev": -10.44
}